Record 1
A molecular structure, C31H28N4O8STc. Source: the OMol25 dataset; level of theory: the ωB97M-V functional and the def2-TZVPD basis.

```
! wB97M-V def2-TZVPD RIJCOSX def2/J DEFGRID3
* xyz -1 1
Tc 0.561 -0.696 -0.055
S 2.088 -4.168 -2.574
C 0.765 -3.470 -3.420
C 0.237 -2.393 -2.783
C 0.895 -2.069 -1.559
C 1.913 -2.972 -1.333
C 2.715 -2.811 -0.172
C 3.782 -3.619 0.237
C 4.450 -3.316 1.397
C 4.055 -2.209 2.148
C 2.997 -1.451 1.696
N 2.340 -1.733 0.565
H 0.451 -3.895 -4.356
H -0.591 -1.825 -3.174
H 4.058 -4.474 -0.363
H 5.275 -3.935 1.725
H 4.553 -1.935 3.066
H 2.642 -0.586 2.231
C -3.713 2.294 -1.654
C -2.537 2.888 -2.439
C -2.302 4.335 -1.990
C -2.857 2.868 -3.940
C -1.334 2.091 -2.187
C -0.396 1.382 -1.904
H -4.618 2.876 -1.832
H -3.499 2.291 -0.584
H -3.892 1.263 -1.955
H -3.188 4.938 -2.188
H -1.456 4.770 -2.520
H -2.088 4.378 -0.922
H -3.762 3.442 -4.141
H -3.009 1.847 -4.286
H -2.038 3.300 -4.513
O -2.457 -1.696 7.301
N -2.708 -2.098 6.178
O -3.591 -2.890 5.906
C -1.884 -1.583 5.072
C -0.869 -0.684 5.376
C -0.137 -0.218 4.302
C -0.371 -0.579 2.963
O 0.268 0.107 2.007
C -1.378 -1.560 2.721
C -2.158 -2.017 3.798
N -1.683 -2.097 1.484
O -0.805 -2.122 0.552
O -2.771 -2.705 1.322
N 0.892 0.783 4.642
O 0.663 1.481 5.611
O 1.909 0.837 3.977
H -0.678 -0.350 6.383
H -2.954 -2.714 3.588
C -2.620 1.457 2.005
O -1.928 0.647 1.064
C -0.600 0.839 0.848
C -0.104 2.262 0.983
H -2.770 2.470 1.619
H -2.100 1.513 2.966
H -3.586 0.978 2.153
H -0.321 2.696 1.959
H -0.579 2.860 0.210
H 0.971 2.291 0.819
C 0.706 0.546 -1.577
C 1.707 0.477 -2.669
C 3.008 0.026 -2.409
C 3.949 -0.078 -3.414
C 3.628 0.283 -4.716
C 2.357 0.762 -4.989
C 1.415 0.864 -3.980
H 3.263 -0.236 -1.392
H 4.942 -0.442 -3.180
H 4.363 0.202 -5.505
H 2.093 1.052 -5.997
H 0.423 1.230 -4.205
*
```

As for the molar mass: 714.65 u. Its gap between HOMO and LUMO (alpha / beta) is 4.7 / 4.7 eV. Its total energy is -67964.190 eV.

=====

Record 2
A molecular structure, C31H29Cl3GeMoNOSSi at a distorted geometry. Source: the OMol25 dataset; level of theory: the ωB97M-V functional and the def2-TZVPD basis.

```
! wB97M-V def2-TZVPD RIJCOSX def2/J DEFGRID3
* xyz 2 2
Mo 1.222 0.408 -1.545
Cl 7.106 4.782 -1.973
C 5.598 3.960 -2.000
C 5.558 2.612 -1.663
C 4.332 1.988 -1.695
Cl 4.132 0.309 -1.257
C 3.180 2.664 -2.049
O 2.001 1.956 -2.022
C 3.230 4.005 -2.373
Cl 1.780 4.836 -2.786
C 4.450 4.658 -2.347
H 6.458 2.081 -1.386
H 4.503 5.709 -2.598
C -0.029 -5.032 -1.586
Si -1.717 -4.277 -1.664
C -2.676 -4.636 -0.114
C -2.608 -4.832 -3.189
C -1.677 -2.355 -1.805
C -2.909 -1.724 -2.042
C -3.027 -0.366 -2.306
C -1.886 0.402 -2.278
N -0.704 -0.169 -2.026
C -0.580 -1.508 -1.837
S 1.160 -1.947 -1.684
H -0.155 -6.118 -1.565
H 0.528 -4.746 -0.691
H 0.576 -4.789 -2.463
H -2.856 -5.711 -0.028
H -3.651 -4.141 -0.104
H -2.117 -4.322 0.771
H -2.698 -5.921 -3.184
H -2.057 -4.547 -4.088
H -3.618 -4.424 -3.265
H -3.812 -2.327 -2.041
H -3.981 0.087 -2.538
H -1.890 1.469 -2.460
C 2.764 -0.723 1.762
Ge 1.328 0.347 1.010
C 1.412 2.141 1.755
C 1.233 3.301 1.001
C 1.294 4.553 1.602
C 1.527 4.658 2.966
C 1.700 3.511 3.730
C 1.650 2.261 3.128
C -0.368 -0.518 1.610
C -0.269 -1.829 2.147
C -1.362 -2.499 2.647
C -2.633 -1.903 2.591
C -2.794 -0.615 2.058
C -4.057 -0.004 2.058
C -4.215 1.300 1.583
C -3.115 1.994 1.115
C -1.849 1.392 1.096
C -1.659 0.087 1.561
H 2.574 -0.903 2.821
H 3.692 -0.162 1.678
H 2.882 -1.682 1.258
H 1.045 3.249 -0.066
H 1.161 5.446 1.003
H 1.579 5.632 3.433
H 1.874 3.589 4.795
H 1.803 1.378 3.739
H 0.697 -2.316 2.180
H -1.245 -3.481 3.086
H -3.500 -2.434 2.966
H -4.906 -0.546 2.458
H -5.189 1.771 1.599
H -3.230 3.013 0.770
H -0.998 1.956 0.737
*
```

As for the molar mass: 766.64 u. Its gap between HOMO and LUMO (alpha / beta) is 3.9 / 4.6 eV. Its total energy is -150792.398 eV.

=====

Record 3
A molecular structure, C31H29IrN7O6S2 at a distorted geometry. Source: the OMol25 dataset; level of theory: the ωB97M-V functional and the def2-TZVPD basis.

```
! wB97M-V def2-TZVPD RIJCOSX def2/J DEFGRID3
* xyz 2 2
Ir 0.291 -0.110 -0.237
C -2.852 1.533 -3.510
O -3.456 0.682 -2.478
C -2.525 0.628 -1.525
N -1.495 1.354 -1.601
C -1.756 2.272 -2.730
C -0.581 2.742 -3.541
C 0.708 2.278 -3.326
C 1.769 2.785 -4.070
C 1.548 3.757 -5.031
C 0.257 4.222 -5.252
C -0.799 3.722 -4.507
C -2.769 -0.201 -0.327
C -3.984 -0.818 -0.092
C -4.154 -1.528 1.082
C -3.102 -1.613 1.981
C -1.912 -0.991 1.661
N -1.735 -0.275 0.534
C -0.697 -1.127 2.483
N 0.422 -0.758 2.023
C 1.456 -1.082 3.014
C 0.624 -1.682 4.183
O -0.754 -1.677 3.690
C 2.305 0.109 3.387
C 3.621 -0.089 3.796
C 4.414 0.991 4.161
C 3.900 2.280 4.106
C 2.586 2.482 3.701
C 1.789 1.399 3.353
H -3.626 2.171 -3.922
H -2.446 0.882 -4.285
H -2.205 3.162 -2.271
H 0.878 1.492 -2.600
H 2.770 2.401 -3.909
H 2.371 4.145 -5.617
H 0.074 4.978 -6.004
H -1.800 4.104 -4.676
H -4.773 -0.737 -0.826
H -5.095 -2.016 1.297
H -3.188 -2.160 2.909
H 2.115 -1.843 2.580
H 0.664 -1.067 5.078
H 0.885 -2.707 4.430
H 4.026 -1.095 3.843
H 5.429 0.826 4.499
H 4.515 3.122 4.396
H 2.176 3.484 3.671
H 0.759 1.557 3.058
C 4.412 1.787 -0.140
C 2.994 1.318 -0.095
N 2.567 0.114 -0.126
N 3.495 -0.909 -0.273
C 3.204 -2.195 -0.365
N 4.172 -3.067 -0.531
S 1.558 -2.876 -0.097
C 1.910 2.305 0.055
C 2.144 3.659 -0.052
C 1.096 4.546 0.163
C -0.143 4.039 0.496
C -0.316 2.664 0.538
N 0.681 1.810 0.306
H 5.155 1.000 -0.047
H 4.588 2.483 0.680
H 4.595 2.313 -1.079
H 4.465 -0.641 -0.393
H 5.125 -2.792 -0.737
H 3.921 -4.026 -0.735
H 3.125 4.029 -0.312
H 1.255 5.612 0.078
H -0.976 4.691 0.717
H -1.273 2.223 0.767
O 0.087 -2.619 -3.727
S 0.311 -2.053 -2.452
O 1.166 -3.280 -1.623
O 1.254 -0.938 -2.411
O -0.817 -1.801 -1.529
*
```

As for the molar mass: 851.97 u. Its gap between HOMO and LUMO (alpha / beta) is 6.3 / 6.6 eV. Its total energy is -79826.972 eV.